No. 1
Entry from OMol25: C42H59ClN2NiP2 as an isolated structure (ωB97M-V/def2-TZVPD).

Last column: Löwdin charge in e.
Positions of all 107 atoms, in Å:
Ni: 0.293 -0.034 0.671  0.250
Cl: -0.015 -2.388 0.727  0.883
P: -1.210 -0.250 -1.252  1.093
P: 1.716 -0.667 2.474  1.070
N: 1.189 4.435 0.249  -0.141
N: 0.748 1.906 0.562  -0.217
C: 3.180 -1.333 1.638  -0.366
C: 5.026 -0.978 0.124  -0.053
C: -3.219 -0.631 0.682  -0.213
C: 3.987 1.225 5.289  -0.045
C: 1.292 0.790 4.774  -0.115
C: 1.992 3.926 1.349  -0.124
C: 0.134 -2.897 2.412  -0.556
C: -1.001 2.034 -3.049  -0.209
C: -0.913 -1.807 -3.698  -0.171
C: 1.673 1.506 5.894  -0.052
C: -3.821 -1.429 -1.659  -0.183
C: 1.087 -2.517 4.548  -0.042
C: 3.917 -0.495 0.798  -0.110
C: 3.567 -2.662 1.790  -0.062
C: 0.461 -3.671 5.000  -0.031
C: 3.023 1.727 6.149  -0.044
C: -5.127 -1.777 -0.924  -0.174
C: 2.263 0.286 3.904  -0.394
C: -0.327 -4.430 4.146  -0.030
C: -3.506 3.019 -2.628  -0.173
C: 1.628 2.450 1.641  -0.150
C: 5.400 -2.308 0.272  -0.045
C: -2.681 -1.183 -0.645  -0.446
C: 1.197 -1.126 -2.429  -0.227
C: -0.073 -1.258 -4.848  -0.181
C: -4.099 -1.688 1.371  -0.173
C: 4.673 -3.145 1.104  -0.043
C: -0.217 4.211 0.556  -0.122
C: -4.838 -2.567 0.348  -0.187
C: 1.551 3.711 -0.962  -0.122
C: -1.944 1.027 -2.379  -0.396
C: 0.923 -2.109 3.227  -0.382
C: -3.189 2.794 -4.102  -0.178
C: 1.856 -2.096 -3.406  -0.177
C: -1.676 2.610 -4.304  -0.162
C: -0.300 -1.463 -2.314  -0.434
C: 1.346 -1.845 -4.836  -0.171
C: -3.189 1.754 -1.813  -0.189
C: 3.612 0.500 4.165  -0.063
C: -0.500 -4.049 2.819  -0.066
C: 1.435 2.182 -0.739  -0.124
C: -0.522 2.694 0.612  -0.128
H: 0.867 1.704 -1.527  0.055
H: -4.555 3.278 -2.490  0.121
H: 1.827 4.537 2.236  0.132
H: -5.668 -0.862 -0.667  0.121
H: 3.647 0.547 0.689  0.078
H: 2.569 3.976 -1.245  0.132
H: -0.362 -2.377 -1.709  0.058
H: -4.238 -3.446 0.092  0.114
H: -2.929 3.871 -2.254  0.113
H: 1.622 -3.117 -3.090  0.120
H: -0.032 -0.167 -4.784  0.094
H: -2.304 0.381 -3.186  0.098
H: -3.731 1.909 -4.448  0.119
H: -3.993 -0.568 -2.306  0.081
H: -3.487 -2.313 2.028  0.103
H: -0.443 4.693 1.507  0.131
H: 1.365 -2.780 -5.397  0.116
H: 2.411 1.702 -0.697  0.115
H: 0.922 1.890 6.572  0.118
H: 6.265 -2.687 -0.256  0.119
H: -0.045 1.586 -3.323  0.091
H: -3.796 0.276 0.498  0.105
H: -0.783 2.846 -2.355  0.082
H: 4.371 0.102 3.504  0.109
H: -0.955 -2.896 -3.787  0.129
H: 3.044 4.017 1.079  0.131
H: -3.551 3.623 -4.708  0.119
H: 3.321 2.288 7.025  0.119
H: -1.945 -1.470 -3.782  0.088
H: 3.016 -3.325 2.445  0.111
H: -2.268 -2.168 -0.419  0.065
H: 1.674 -1.179 -1.442  0.082
H: 5.601 -0.319 -0.513  0.117
H: -2.396 -0.338 1.347  0.081
H: -5.777 -2.340 -1.593  0.121
H: 0.238 0.613 4.582  0.117
H: 1.089 2.345 2.580  0.109
H: -1.058 2.412 1.520  0.130
H: 0.895 4.037 -1.769  0.118
H: 2.941 -2.004 -3.365  0.114
H: 0.590 -3.980 6.028  0.124
H: -3.537 -2.256 -2.313  0.116
H: -1.488 1.955 -5.157  0.112
H: 1.344 -0.106 -2.795  0.099
H: -5.761 -2.949 0.784  0.117
H: -0.564 -1.481 -5.796  0.122
H: -4.046 1.081 -1.852  0.095
H: -1.111 2.385 -0.239  0.063
H: -4.821 -1.182 2.014  0.118
H: -1.105 -4.631 2.138  0.122
H: -1.211 3.569 -4.541  0.119
H: 4.970 -4.178 1.228  0.119
H: -3.071 2.015 -0.761  0.095
H: -0.814 -5.325 4.507  0.125
H: 5.037 1.390 5.494  0.119
H: 2.526 1.845 1.703  0.076
H: 1.703 -1.934 5.220  0.120
H: 2.022 -1.163 -5.355  0.115
H: -0.833 4.688 -0.207  0.127

The value obtained for the HOMO-LUMO gap (spin up / spin down) is 6.979 / 7.240 eV. The lowest unoccupied orbital energy (spin up / spin down) is -6.7 / -6.5 eV. The energy relative to the best compared isomer or geometry (same formula, charge and spin) is 0.051 eV. Its total charge is +2.

No. 2
Entry from OMol25: a 13-piece molecular cluster, C42H59N14O6PS2 overall (ωB97M-V/def2-TZVPD).

Last column: Löwdin charge in e.
Positions of all 124 atoms, in Å:
S: -2.592 3.009 -5.384  0.638
S: 0.207 6.638 -4.782  0.038
P: 0.413 4.703 -4.395  0.302
O: -4.889 3.775 3.974  -0.038
O: -4.869 6.255 4.318  -0.020
O: -6.679 1.064 -1.411  -0.030
O: 2.756 3.688 -0.667  -0.227
O: -0.877 4.897 1.980  -0.057
O: -5.195 2.709 0.822  -0.101
N: 8.083 -3.914 1.233  0.124
N: 1.060 -2.541 -1.405  0.102
N: -0.623 -0.407 1.916  0.144
N: -3.270 4.003 1.650  -0.026
N: -3.475 -0.988 -7.055  0.136
N: -6.040 -2.224 2.041  0.117
N: -7.450 0.704 -2.341  -0.056
N: 2.383 1.289 -4.053  0.148
N: 4.360 -7.136 1.626  0.123
N: 7.351 -5.902 5.751  0.130
N: 4.664 -3.438 2.895  0.151
N: 3.927 0.513 3.235  0.146
N: 7.177 1.803 6.524  0.127
N: -6.925 -2.788 -5.167  0.125
C: -1.434 -1.234 2.027  -0.258
C: 1.568 0.689 -4.628  -0.235
C: -3.919 5.334 2.043  -0.050
C: 2.520 2.312 -1.160  -0.271
C: -4.906 2.228 -2.797  -0.155
C: 4.746 -7.081 2.722  -0.244
C: -6.032 -1.174 2.543  -0.277
C: 1.547 4.239 -0.035  -0.192
C: 2.500 1.163 0.010  -0.109
C: -3.505 2.989 -2.418  -0.104
C: -4.618 5.182 3.548  -0.213
C: 1.446 -2.486 -0.309  -0.286
C: 5.534 -2.785 3.306  -0.250
C: -8.264 0.104 -2.916  0.000
C: 9.339 -5.645 4.039  -0.065
C: 5.235 -7.011 4.110  -0.093
C: -9.295 -0.655 -3.643  -0.054
C: 1.935 -2.416 1.079  -0.092
C: -6.021 0.154 3.178  -0.067
C: -4.042 -1.356 -8.002  -0.239
C: 8.229 -5.789 4.995  -0.245
C: -1.880 4.424 1.190  -0.226
C: -5.790 -2.731 -4.915  -0.256
C: 0.537 -0.070 -5.356  -0.066
C: -4.024 3.279 0.526  -0.261
C: 6.237 -5.273 -0.069  -0.072
C: -2.461 -2.280 2.168  -0.066
C: 3.946 2.891 4.372  -0.058
C: -1.806 4.208 -0.433  0.019
C: 6.636 -1.958 3.826  -0.080
C: -2.347 3.403 -3.551  -0.424
C: -4.760 -1.823 -9.200  -0.064
C: -0.627 4.606 -1.517  -0.063
C: -0.945 4.199 -3.103  -0.296
C: 3.936 1.562 3.737  -0.249
C: -3.182 3.431 -0.872  0.009
C: -4.354 -2.659 -4.596  -0.096
C: -5.270 0.931 -1.862  -0.077
C: 5.339 -0.069 6.777  -0.071
C: 0.743 5.343 -0.998  -0.125
C: 7.268 -4.514 0.658  -0.249
C: 6.366 0.977 6.636  -0.276
H: 6.028 -7.743 4.296  0.075
H: 2.345 -1.428 1.314  0.051
H: 5.645 -6.023 4.345  0.027
H: -10.025 -1.103 -2.961  0.080
H: 7.566 -2.130 3.274  0.064
H: -5.456 -1.065 -9.575  0.086
H: -4.071 -2.063 -10.016  0.085
H: -4.159 -2.914 -3.549  0.082
H: 0.269 4.023 -5.662  -0.055
H: 6.409 -0.889 3.753  0.063
H: 5.402 -0.570 7.749  0.086
H: 1.762 4.434 -3.919  -0.012
H: 2.728 -3.148 1.266  0.044
H: -0.192 -0.518 -4.673  0.085
H: -3.133 6.205 2.122  0.152
H: 0.785 3.359 0.169  0.118
H: 4.581 3.596 3.826  0.090
H: 2.763 0.127 -0.515  0.075
H: 1.544 2.232 -1.842  0.107
H: -4.770 1.809 -3.907  0.101
H: 0.974 -0.885 -5.943  0.085
H: -5.345 -2.725 -8.994  0.084
H: 4.436 -7.210 4.831  0.087
H: 1.470 5.668 -1.865  0.096
H: -5.386 0.859 2.632  0.058
H: -5.644 0.108 4.205  0.083
H: -7.025 0.590 3.221  0.088
H: 0.503 6.334 -0.389  0.135
H: 6.674 -6.087 -0.657  0.085
H: -0.019 0.568 -6.051  0.057
H: -3.472 -1.868 2.082  0.037
H: -2.398 -2.780 3.140  0.086
H: 2.942 3.326 4.415  0.087
H: 5.508 -5.721 0.613  0.009
H: 1.839 4.831 0.936  0.131
H: -3.768 -3.350 -5.212  0.082
H: 4.328 0.342 6.690  0.079
H: -5.218 -0.058 -2.490  0.139
H: -2.360 -3.053 1.399  0.086
H: -3.952 -1.654 -4.766  0.043
H: -8.859 -1.469 -4.231  0.053
H: 9.882 -4.705 4.188  0.086
H: 1.136 -2.615 1.800  0.063
H: 4.323 2.845 5.400  0.066
H: -5.764 3.036 -2.874  0.116
H: -4.554 0.799 -0.918  0.153
H: -1.357 2.601 -5.973  -0.141
H: 8.984 -5.653 3.003  0.051
H: -4.700 5.631 1.222  0.153
H: 5.681 -4.635 -0.764  0.088
H: 3.319 1.315 0.841  0.060
H: 10.066 -6.458 4.138  0.083
H: -9.852 -0.017 -4.339  0.084
H: 3.434 2.064 -1.886  0.112
H: -6.957 2.026 -1.355  0.168
H: -4.218 3.478 4.659  0.127
H: 6.841 -2.173 4.880  0.072
H: 5.440 -0.842 6.008  0.049
H: 1.422 0.994 0.492  0.069

The value obtained for the HOMO-LUMO gap is 2.691 eV. The lowest unoccupied orbital energy is -1.8 eV. Its total charge is 0.

Values for maximum force, eV/A, ordered as above
0.3; 11.7